(1)
Entry from OMol25: C15H16ClF3N3O6OsS2 as an isolated structure in a non-equilibrium geometry (ωB97M-V/def2-TZVPD).

```
! RIJCOSX wB97M-V def2-TZVPD def2/J DEFGRID3
* xyz 0 2
Os -0.85 0.41 0.27
O -0.53 -1.12 1.53
N -0.83 -0.84 2.83
C -0.18 -1.58 3.74
C -0.45 -1.43 5.07
C -1.41 -0.49 5.45
C -2.04 0.27 4.50
C -1.75 0.11 3.13
S -2.48 1.03 1.88
H 0.54 -2.27 3.32
H 0.08 -2.03 5.80
H -1.64 -0.34 6.50
H -2.77 1.02 4.77
C -3.50 2.58 -3.53
O -3.73 1.25 -3.02
C -2.89 0.89 -2.06
O -2.03 1.58 -1.58
N -3.10 -0.40 -1.68
N -2.33 -0.89 -0.61
H -4.29 2.74 -4.26
H -2.52 2.64 -4.00
H -3.57 3.31 -2.72
H -3.88 -0.93 -2.01
H -1.88 -1.75 -0.92
H -2.94 -1.07 0.19
F 3.35 1.77 -0.81
C 2.80 1.51 0.37
F 2.70 0.21 0.56
F 3.59 2.00 1.33
S 1.16 2.37 0.51
O 0.45 1.60 1.56
O 1.54 3.72 0.76
O 0.36 2.16 -0.70
Cl 1.73 0.88 -3.57
C 2.43 -0.41 -2.63
C 3.76 -0.73 -2.86
C 4.36 -1.73 -2.12
C 3.61 -2.41 -1.16
C 2.29 -2.09 -0.96
C 1.63 -1.07 -1.68
C 0.24 -0.79 -1.48
H 4.31 -0.18 -3.61
H 5.40 -1.98 -2.29
H 4.06 -3.20 -0.57
H 1.71 -2.62 -0.21
H -0.28 -0.12 -2.15
H -0.20 -1.57 -0.87
*
```

Properties
E_tot: -77379.393 eV
LUMO level (alpha / beta): -0.217 / -0.282 eV
energy above the lowest of the compared OMol25 structures with the same formula, charge and spin: 162.9 kJ/mol
HOMO level (alpha / beta): -6.687 / -6.718 eV

Charges in e, computed with Löwdin, in the same order as the atoms: 1.1985, -0.2863, -0.1666, -0.0080, -0.0445, -0.0540, -0.0712, -0.6297, 0.6799, 0.1434, 0.1112, 0.1142, 0.1112, -0.0082, 0.0030, -0.5758, 0.0145, 0.0681, -0.0924, 0.0955, 0.1036, 0.1004, 0.1642, 0.1030, 0.0897, 0.1508, -0.6596, 0.1514, 0.1356, 0.5465, -0.4388, -0.2313, -0.3903, 0.6994, -0.6141, -0.1259, -0.0998, -0.1003, -0.0698, -0.3501, -0.1838, 0.1010, 0.0966, 0.0988, 0.1100, 0.0088, 0.0011



(2)
Entry from OMol25: C30H34O28Pd as an isolated structure in a non-equilibrium geometry (ωB97M-V/def2-TZVPD).

```
! RIJCOSX wB97M-V def2-TZVPD def2/J DEFGRID3
* xyz 0 3
Pd -1.93 -2.36 -1.84
C 0.04 0.64 0.82
C 1.05 1.44 0.56
C 1.94 1.30 -0.66
O 3.00 2.01 -0.90
C 1.57 0.37 -1.56
C 0.46 -0.47 -1.48
C -0.33 -0.42 -0.06
O -1.24 -1.28 0.09
O -0.11 -1.22 -2.32
O 1.19 2.44 1.39
H -0.57 0.67 1.72
H 2.24 0.18 -2.38
C 2.99 1.59 -4.46
C 4.05 2.62 -4.24
O 4.02 3.60 -5.24
C 3.20 3.18 -6.15
O 2.92 3.86 -7.17
O 2.63 2.01 -5.74
H 2.04 1.76 -3.95
H 3.44 0.60 -4.45
H 5.01 2.10 -4.27
H 3.78 3.00 -3.26
C -0.88 -5.29 3.10
C 0.45 -5.35 2.36
O 0.25 -4.35 1.35
C -1.05 -4.33 1.01
O -1.51 -3.94 -0.05
O -1.76 -4.89 2.02
H -0.90 -4.65 3.99
H -1.20 -6.28 3.42
H 0.69 -6.36 2.03
H 1.23 -5.01 3.04
C -3.84 -1.13 2.85
C -2.80 -1.61 3.79
O -3.25 -2.82 4.21
C -4.42 -3.05 3.80
O -5.06 -4.04 4.06
O -4.88 -2.04 3.01
H -3.59 -1.09 1.79
H -4.05 -0.09 3.12
H -2.64 -0.87 4.58
H -1.88 -1.77 3.23
C -1.41 4.55 0.12
C -0.04 5.21 -0.13
O -0.31 6.07 -1.19
C -1.61 6.06 -1.58
O -2.12 6.86 -2.34
O -2.21 4.99 -1.00
H -1.82 4.81 1.10
H -1.41 3.46 0.13
H 0.59 4.39 -0.48
H 0.35 5.88 0.63
C -1.33 2.22 -2.95
C -2.26 2.88 -3.91
O -1.50 4.04 -4.29
C -0.33 4.06 -3.78
O 0.47 4.97 -3.90
O -0.20 3.01 -3.02
H -1.11 1.19 -3.24
H -1.77 2.29 -1.95
H -3.16 3.20 -3.39
H -2.47 2.24 -4.77
C 3.02 -0.93 2.38
C 1.98 -1.86 3.07
O 2.88 -2.68 3.85
C 4.21 -2.52 3.32
O 5.22 -3.13 3.76
O 4.16 -1.65 2.31
H 3.06 0.06 2.83
H 2.69 -0.63 1.39
H 1.35 -2.39 2.35
H 1.39 -1.16 3.66
C 2.79 -5.33 -2.47
C 2.17 -5.97 -3.68
O 0.88 -5.34 -3.83
C 0.62 -4.65 -2.71
O -0.42 -4.04 -2.49
O 1.62 -4.74 -1.87
H 3.43 -4.56 -2.88
H 3.22 -6.11 -1.84
H 2.10 -7.05 -3.57
H 2.67 -5.82 -4.63
C -2.66 3.90 3.93
C -2.32 2.75 3.08
O -2.36 1.66 3.98
C -2.70 2.04 5.22
O -2.77 1.32 6.22
O -3.26 3.29 5.09
H -3.42 4.53 3.46
H -1.75 4.49 4.00
H -1.39 2.97 2.56
H -3.05 2.55 2.29
*
```

Properties
E_tot: -92462.188 eV
LUMO level (alpha / beta): -1.958 / -4.585 eV
HOMO level (alpha / beta): -9.178 / -9.086 eV

Charges in e, computed with Löwdin, in the same order as the atoms: 0.9841, -0.0191, -0.3650, -0.3178, 0.0352, -0.0098, -0.2672, -0.2259, -0.0301, -0.0584, -0.0010, 0.1203, 0.1132, -0.1478, -0.1318, 0.1207, -0.5295, 0.0943, 0.0418, 0.1157, 0.1349, 0.1386, 0.1293, -0.0731, -0.0930, 0.0518, -0.5083, 0.0486, 0.0698, 0.1340, 0.1370, 0.1383, 0.1297, -0.1415, -0.1473, 0.1244, -0.5957, 0.1435, 0.0928, 0.1239, 0.1214, 0.1265, 0.1309, -0.0962, -0.1081, 0.0463, -0.5367, 0.1593, 0.0506, 0.1110, 0.1026, 0.1225, 0.1440, -0.1413, -0.0714, 0.1150, -0.6367, 0.1543, 0.0745, 0.1251, 0.1234, 0.1372, 0.1360, -0.1678, -0.0944, 0.0142, -0.4301, 0.1015, 0.0971, 0.1417, 0.1174, 0.1051, 0.1274, -0.0720, -0.1146, 0.0952, -0.5416, 0.0496, 0.0879, 0.1420, 0.1436, 0.1319, 0.1371, -0.1323, -0.1622, 0.0431, -0.4888, 0.1226, 0.0750, 0.1390, 0.1380, 0.1084, 0.1359



(3)
Entry from OMol25: a 2-piece molecular cluster, C2H8S4 overall in a non-equilibrium geometry (ωB97M-V/def2-TZVPD).

```
! RIJCOSX wB97M-V def2-TZVPD def2/J DEFGRID3
* xyz 0 1
C 1.77 0.19 1.25
S 1.99 0.72 -0.46
S 1.58 -0.83 -1.73
H 1.05 0.90 1.63
H 1.57 -0.87 1.44
H 2.71 0.38 1.77
H 2.52 -1.65 -1.28
C -1.59 -0.42 -1.35
S -2.34 0.98 -0.41
S -1.75 1.18 1.63
H -0.85 -0.88 -0.70
H -2.31 -1.26 -1.48
H -1.39 -0.13 -2.36
H -2.97 1.70 2.05
*
```

Properties
E_tot: -45543.528 eV
SMILES string: CSS.CSS
LUMO level: 0.278 eV
energy above the lowest of the compared OMol25 structures with the same formula, charge and spin: 117.0 kJ/mol
HOMO level: -8.226 eV

Charges in e, computed with Löwdin, in the same order as the atoms: -0.4841, 0.3733, 0.3249, -0.0356, 0.0513, 0.0266, -0.1997, -0.5017, 0.3444, 0.2507, -0.0370, 0.0389, 0.0177, -0.1697



Question: Which of these has the highest E_tot?
Answer: C2H8S4



Question: What is the E_tot in the second record?
Answer: -92462.188 eV



Question: Look up the E_tot of the first one.
Answer: -77379.393 eV